No. 1
Molecular formula: C4H8FNO2
Method: DFT, ωB97M-V/def2-TZVPD

Summary:
Kohn-Sham gap (alpha / beta)   6.2 / 6.6 eV
Multiplicity   3
Energy relative to the best compared isomer or geometry (same formula, charge and spin)   0.0 kcal/mol
Molar mass   121.111 u
⟨S²⟩   2.0060
E_HOMO (alpha / beta)   -5.39 / -9.72 eV

Each line ends with the Mulliken charge.
Atoms and positions in Å:
F  -0.812  1.801  -0.330  -0.3138
O  -3.047  0.254  0.457  -0.3029
O  -1.865  -1.571  0.115  -0.4960
N  0.504  -0.198  -0.149  -0.1041
C  -0.727  0.460  -0.597  0.2935
C  -2.048  -0.248  -0.004  0.1448
C  0.641  -0.040  1.318  -0.9915
C  1.664  0.242  -0.882  -0.8417
H  0.564  1.024  1.645  0.3095
H  1.630  1.282  -0.858  0.3775
H  -1.153  -1.961  -0.382  0.3674
H  -0.156  -0.551  1.898  0.2510
H  1.542  -0.526  1.540  0.4902
H  -0.816  0.386  -1.762  0.2793
H  2.399  -0.180  -0.106  0.2614
H  1.680  -0.176  -1.902  0.2755

=====

No. 2
Molecular formula: C26H22CuN4OP
Method: DFT, ωB97M-V/def2-TZVPD

Summary:
Kohn-Sham gap (alpha / beta)   7.8 / 5.8 eV
Multiplicity   2
Energy relative to the best compared isomer or geometry (same formula, charge and spin)   6.6 kcal/mol
Molar mass   501.009 u
Charge   +1
⟨S²⟩   0.7594
E_HOMO (alpha / beta)   -10.25 / -10.22 eV

Each line ends with the Mulliken charge.
Atoms and positions in Å:
Cu  0.109  0.568  -1.081  -1.0345
P  1.059  -0.719  0.545  1.5034
O  -0.619  -0.258  -2.528  -0.4378
N  -3.701  1.915  -0.402  -0.0760
N  1.552  1.824  -0.859  0.2748
N  2.175  0.515  0.932  -0.2647
N  -1.570  1.440  -0.398  0.2761
C  -1.669  -1.909  3.302  -0.6796
C  -3.173  2.494  0.714  -0.8397
C  -1.845  2.190  0.703  -0.4518
C  -1.718  -0.830  4.174  -0.5130
C  3.436  3.741  -0.257  -0.2934
C  3.975  -4.222  0.734  -0.4800
C  -4.165  0.533  -2.898  -0.8923
C  -0.902  0.271  3.970  -0.6274
C  0.019  -0.782  2.021  0.2334
C  1.696  2.894  -1.638  -0.0293
C  -2.707  1.276  -1.072  1.2490
C  2.874  -2.473  -0.475  -0.5069
C  -2.128  -0.840  -4.167  -0.6710
C  3.211  -3.940  1.856  -0.6499
C  -4.412  -0.123  -4.082  -0.7680
C  -1.829  -0.170  -2.949  1.0635
C  2.353  1.654  0.195  0.4601
C  -3.375  -0.799  -4.728  -0.5221
C  2.627  3.877  -1.384  -0.9027
C  -0.814  -1.882  2.216  -0.6064
C  2.128  -2.175  0.662  0.7022
C  -0.035  0.297  2.895  -0.4181
C  3.313  2.617  0.533  -0.8553
C  3.804  -3.494  -0.434  -0.6334
C  2.281  -2.918  1.827  -0.3921
C  -2.893  0.555  -2.308  -0.1802
H  3.343  -4.512  2.761  0.4192
H  4.146  4.513  0.002  0.4315
H  -1.080  2.447  1.406  0.5398
H  2.708  -1.898  -1.377  0.3159
H  2.717  4.730  -2.036  0.4199
H  -4.666  1.972  -0.684  0.1709
H  4.397  -3.722  -1.306  0.4127
H  -4.988  1.051  -2.425  0.2694
H  -1.308  -1.353  -4.647  0.4510
H  -2.394  -0.850  5.015  0.4117
H  -2.299  -2.769  3.470  0.4198
H  2.837  0.345  1.680  0.3567
H  -0.776  -2.709  1.520  0.5000
H  1.038  2.944  -2.491  0.4963
H  -5.403  -0.110  -4.509  0.4090
H  -3.762  3.053  1.414  0.4526
H  1.682  -2.695  2.697  0.3323
H  4.708  -5.013  0.773  0.4016
H  3.933  2.481  1.407  0.4250
H  -3.557  -1.289  -5.670  0.4166
H  0.608  1.149  2.731  0.4808
H  -0.939  1.109  4.649  0.4305

=====

No. 3
Molecular formula: C11H9BrNO2S
Method: DFT, ωB97M-V/def2-TZVPD

Summary:
Structure (SMILES)   CN1C(=O)[C@H](Sc2ccc(Br)cc2)C=C1[O-]
Kohn-Sham gap   5.4 eV
Multiplicity   1
Molar mass   299.169 u
Charge   -1
E_HOMO   -2.86 eV

Each line ends with the Mulliken charge.
Atoms and positions in Å:
Br  5.280  2.849  -0.584  -0.2154
S  -0.844  1.038  -0.490  -0.2867
O  -3.269  -0.449  1.568  -0.6884
O  -0.791  -3.728  -0.489  -0.7406
N  -2.287  -2.270  0.512  0.1219
C  -1.013  -2.635  0.022  0.2259
C  -0.180  -1.500  0.305  -0.9438
C  3.420  2.566  -0.644  -0.0294
C  -0.907  -0.412  0.856  0.5317
C  -3.370  -3.211  0.610  -1.0239
C  2.829  2.089  -1.824  -0.2162
C  1.493  1.685  -1.826  -0.5139
C  2.603  2.923  0.441  -0.1848
C  1.257  2.547  0.451  -0.5067
C  -2.313  -0.998  1.045  0.1794
C  0.753  1.758  -0.614  0.1058
H  -3.654  -3.519  -0.390  0.2909
H  0.574  2.783  1.275  0.3839
H  -3.098  -4.107  1.168  0.2877
H  3.030  3.465  1.276  0.3799
H  0.816  -1.449  -0.092  0.3996
H  1.014  1.259  -2.716  0.3462
H  -0.561  0.035  1.781  0.3176
H  -4.209  -2.716  1.081  0.4041
H  3.429  1.996  -2.722  0.3751

=====

molar mass of number 3 (C11H9BrNO2S)?
299.169 u